No. 1
Computed, not measured: one molecule with the formula C19H24N2O3 at a distorted geometry, with ωB97M-V/def2-TZVPD.

The geometry in XYZ format:
```
48
C19H24N2O3 (ωB97M-V/def2-TZVPD)
C 2.621 2.555 -1.578
C 1.133 2.639 -1.675
O 0.625 1.382 -1.260
C -0.693 1.333 -1.508
O -1.214 2.367 -1.918
C -1.313 0.073 -0.976
C -2.576 -0.189 -1.712
C -3.500 0.797 -2.068
C -4.667 0.475 -2.777
N -4.990 -0.798 -3.106
C -4.083 -1.755 -2.820
C -2.912 -1.517 -2.075
C -0.755 0.049 0.605
C 0.725 -0.200 0.880
C 1.375 0.911 1.390
C 2.617 0.812 1.993
C 3.394 -0.372 1.839
O 4.668 -0.363 2.287
C 5.490 -1.510 2.096
C 2.741 -1.518 1.320
C 1.452 -1.422 0.766
N -1.630 -0.796 1.302
C -2.962 -0.249 1.458
C -1.199 -1.797 2.293
H 3.052 3.538 -1.879
H 2.977 2.285 -0.555
H 2.961 1.766 -2.280
H 0.741 3.438 -1.041
H 0.809 2.817 -2.705
H -0.591 -0.786 -1.182
H -3.345 1.815 -1.697
H -5.414 1.237 -3.007
H -4.352 -2.778 -3.133
H -2.303 -2.366 -1.749
H -1.006 1.181 0.847
H 0.850 1.881 1.399
H 3.110 1.648 2.468
H 6.486 -1.200 2.373
H 5.162 -2.340 2.718
H 5.452 -1.818 1.056
H 3.319 -2.435 1.235
H 1.020 -2.288 0.269
H -3.580 -0.907 2.064
H -2.997 0.745 1.943
H -3.398 -0.148 0.461
H -2.073 -2.110 2.891
H -0.795 -2.667 1.731
H -0.433 -1.413 3.017
```

Properties
SMILES string = CCOC(=O)[C@H](c1ccncc1)[C@H](c1ccc(OC)cc1)N(C)C
Kohn-Sham gap = 8.59 eV
LUMO energy = 0.591 eV
Multiplicity = 1
HOMO level = -8.00 eV
Energy relative to the best compared isomer or geometry (same formula, charge and spin) = 122.9 kcal per mole

These are the Mulliken partial charges, in e, on atoms 1 to 6:
1 C -0.990
2 C -0.454
3 O -0.177
4 C -0.296
5 O -0.661
6 C 1.092

---

No. 2
Computed, not measured: C19H24N4O2PdSSe as an isolated structure at a distorted geometry, with ωB97M-V/def2-TZVPD.

The geometry in XYZ format:
```
52
C19H24N4O2PdSSe (ωB97M-V/def2-TZVPD)
Pd 0.496 -0.890 1.496
C 4.380 -2.502 2.217
C 3.219 -1.633 1.807
N 1.955 -2.176 1.742
N 1.651 -3.333 2.328
C 0.383 -3.756 2.431
N 0.223 -5.112 2.854
S -0.929 -2.699 2.082
C 3.291 -0.311 1.421
C 4.484 0.458 1.210
C 4.402 1.774 0.882
C 3.139 2.378 0.701
C 2.017 1.585 0.840
N 2.059 0.322 1.208
H 4.416 -3.419 1.616
H 4.320 -2.797 3.275
H 5.312 -1.962 2.072
H 2.396 -3.970 2.605
H 0.062 -5.144 3.863
H -0.620 -5.465 2.410
H 5.453 -0.022 1.311
H 5.305 2.365 0.746
H 3.048 3.425 0.457
H 1.023 1.985 0.651
C -2.070 1.957 3.237
C -0.987 0.938 2.811
O -0.993 0.621 1.596
O -0.204 0.517 3.675
H -2.762 2.130 2.416
H -1.585 2.892 3.513
H -2.606 1.567 4.102
C -4.653 2.303 -4.369
C -3.506 1.638 -3.653
C -2.244 2.212 -3.623
C -1.164 1.579 -3.027
C 0.179 2.239 -3.018
C -1.330 0.316 -2.440
Se 0.162 -0.657 -1.761
C -2.617 -0.244 -2.411
C -2.829 -1.564 -1.744
C -3.673 0.415 -3.016
H -4.382 3.305 -4.697
H -5.533 2.382 -3.729
H -4.939 1.727 -5.252
H -2.095 3.179 -4.095
H 0.201 3.120 -3.662
H 0.933 1.528 -3.348
H 0.447 2.532 -2.003
H -2.382 -1.538 -0.747
H -2.306 -2.342 -2.304
H -3.889 -1.816 -1.671
H -4.658 -0.040 -3.007
```

Properties
Kohn-Sham gap = 4.11 eV
LUMO energy = 4.734 eV
Multiplicity = 1
HOMO level = 0.62 eV
Net charge = -2

These are the Mulliken partial charges, in e, on atoms 1 to 6:
1 Pd 0.789
2 C -1.711
3 C 0.598
4 N -0.356
5 N -0.001
6 C 0.264

---

Which of these has the lowest HOMO level? C19H24N2O3